Computed, not measured: a molecular structure, C35H31BrCdN7O4, with ωB97M-V/def2-TZVPD.

Geometry as ORCA input:
```
! RIJCOSX wB97M-V def2-TZVPD def2/J DEFGRID3
* xyz -1 1
Cd -0.928 0.165 -0.461
O -2.537 -5.055 1.264
C -3.081 -4.959 0.007
C -3.823 -6.033 -0.474
C -4.451 -5.957 -1.705
C -4.330 -4.807 -2.468
C -3.548 -3.760 -2.010
C -2.904 -3.824 -0.785
C -2.097 -2.616 -0.298
O -2.188 -1.571 -1.072
N -0.664 -3.115 -0.159
N 0.334 -2.287 -0.179
C 1.509 -2.652 0.208
C 2.655 -1.798 0.205
Br 2.451 -0.173 -0.775
C 3.785 -2.098 0.883
C 4.969 -1.294 1.123
C 5.555 -1.362 2.392
C 6.612 -0.546 2.739
C 7.134 0.348 1.818
C 6.616 0.369 0.533
C 5.555 -0.446 0.182
H -2.452 -4.161 1.624
H -3.922 -6.912 0.145
H -5.053 -6.785 -2.059
H -4.849 -4.727 -3.413
H -3.418 -2.852 -2.580
H -2.409 -2.421 0.772
H -0.521 -4.047 0.245
H 1.684 -3.663 0.603
H 3.759 -3.027 1.440
H 5.143 -2.041 3.125
H 7.024 -0.597 3.737
H 7.936 1.016 2.099
H 7.034 1.038 -0.204
H 5.186 -0.432 -0.829
C -0.398 -0.822 4.042
C -1.096 0.297 4.464
C -0.968 1.467 3.739
C -0.161 1.474 2.600
N 0.518 0.395 2.207
C 0.399 -0.711 2.915
C -0.040 2.664 1.737
C -0.283 3.957 2.210
C -0.176 5.023 1.334
C 0.249 4.785 0.037
C 0.506 3.472 -0.331
N 0.328 2.439 0.475
H -0.490 -1.758 4.570
H -1.743 0.255 5.330
H -1.541 2.335 4.025
H 0.975 -1.558 2.561
H -0.541 4.123 3.246
H -0.404 6.024 1.671
H 0.362 5.594 -0.670
H 0.883 3.239 -1.316
N -3.218 1.404 -0.610
N -3.922 1.112 0.581
C -3.356 0.165 1.500
O -4.148 -0.345 2.284
O -2.114 0.013 1.465
H -3.378 2.372 -0.879
H -3.491 0.777 -1.369
H -4.919 0.933 0.458
C -0.695 0.520 -2.695
C -0.309 1.824 -3.109
C 1.051 2.152 -3.353
C 1.425 3.390 -3.801
C 0.461 4.382 -4.056
C -0.888 4.092 -3.786
C -1.255 2.855 -3.330
C 0.831 5.612 -4.603
N 1.131 6.622 -5.074
H 0.016 -0.261 -2.945
H -1.708 0.236 -2.961
H 1.814 1.411 -3.158
H 2.472 3.611 -3.968
H -1.640 4.851 -3.970
H -2.303 2.657 -3.142
*
```

Values from the calculation:
- HOMO-LUMO gap (hartree) = 0.254
- E (eV) = -130026.4515
- ΔE to the lowest compared entry with this formula, charge and spin (eV) = 0.642
- F_max (eV/A) = 1.29
- lowest unoccupied orbital energy (eV) = 2.370

Computed, not measured: a molecular structure, C35H31CdN12O5S3, with ωB97M-V/def2-TZVPD.

Geometry as ORCA input:
```
! RIJCOSX wB97M-V def2-TZVPD def2/J DEFGRID3
* xyz -1 1
Cd -0.276 -1.249 -0.050
C -0.126 -3.039 -3.285
C 1.087 -2.592 -2.514
N 1.390 -1.347 -2.498
N 2.589 -0.914 -2.069
C 2.958 -0.621 -0.891
S 2.101 -0.697 0.616
S 4.644 -0.001 -0.805
C 4.345 1.709 -0.176
C 4.944 1.953 1.177
C 6.252 2.412 1.303
C 6.813 2.624 2.553
C 6.072 2.382 3.700
C 4.767 1.926 3.585
C 4.208 1.712 2.335
C 1.858 -3.639 -1.803
C 2.995 -4.223 -2.340
C 3.702 -5.181 -1.628
C 3.251 -5.538 -0.361
C 2.120 -4.962 0.186
C 1.369 -3.994 -0.520
O 0.277 -3.484 -0.038
H -0.381 -2.318 -4.062
H 0.090 -4.004 -3.743
H -0.979 -3.177 -2.614
H 4.791 2.366 -0.922
H 3.264 1.836 -0.168
H 6.840 2.596 0.411
H 7.834 2.980 2.636
H 6.507 2.553 4.677
H 4.182 1.731 4.476
H 3.200 1.328 2.243
H 3.328 -3.904 -3.322
H 4.595 -5.626 -2.048
H 3.797 -6.281 0.210
H 1.784 -5.238 1.178
O -4.515 6.357 -1.066
N -4.162 5.722 -2.042
O -4.191 6.203 -3.165
C -3.669 4.371 -1.896
C -3.079 3.839 -2.997
C -2.485 2.562 -2.985
C -1.860 2.064 -4.144
C -1.263 0.843 -4.101
C -1.263 0.150 -2.888
N -1.835 0.574 -1.778
C -2.490 1.765 -1.810
C -3.235 2.276 -0.663
N -3.377 1.468 0.394
C -4.040 1.895 1.446
C -4.620 3.159 1.521
C -4.509 4.002 0.451
C -3.801 3.584 -0.693
H -3.038 4.435 -3.897
H -1.869 2.658 -5.050
H -0.779 0.419 -4.970
H -0.764 -0.808 -2.823
H -4.116 1.202 2.270
H -5.161 3.456 2.409
H -4.954 4.979 0.474
S -3.292 -1.810 1.993
C -1.523 -2.208 1.993
N -1.361 -3.653 1.980
C -0.485 -4.255 2.812
C 0.211 -3.555 3.735
C 0.011 -2.124 3.756
N -0.840 -1.520 3.000
H -1.556 -4.095 1.101
H -0.399 -5.330 2.704
H 0.903 -4.028 4.413
H 0.592 -1.502 4.433
N -0.644 1.295 3.379
N -0.257 1.857 2.200
N 0.056 3.127 2.082
C 0.291 3.215 0.776
N 0.112 2.051 0.149
N -0.247 1.192 1.075
H 0.019 1.524 4.105
H -0.751 0.259 3.234
H 0.595 4.127 0.294
C -5.233 -1.197 -1.328
O -4.865 -1.336 0.045
C -3.606 -1.737 0.260
O -2.848 -2.072 -0.623
H -6.233 -0.772 -1.330
H -5.232 -2.167 -1.828
H -4.534 -0.536 -1.839
*
```

Values from the calculation:
- HOMO-LUMO gap (hartree) = 0.144
- E (eV) = -101982.9976
- ΔE to the lowest compared entry with this formula, charge and spin (eV) = 2.287
- F_max (eV/A) = 1.94
- lowest unoccupied orbital energy (eV) = 0.647